(1)
{
  "formula": "C22H37N2O6",
  "method": "ωB97M-V/def2-TZVPD",
  "energy_ev": -38675.7914,
  "e_lumo_ev": 2.17,
  "homo_energy_ev": -2.025,
  "gap_ha": 0.1543,
  "total_charge": -1,
  "elements": ["C", "C", "C", "C", "N", "C", "C", "O", "C", "O", "C", "C", "C", "O", "O", "C", "C", "C", "N", "C", "C", "C", "C", "C", "C", "C", "O", "H", "H", "H", "H", "H", "H", "H", "H", "H", "H", "H", "H", "H", "H", "H", "H", "H", "H", "H", "H", "H", "H", "H", "H", "H", "H", "H", "H", "H", "H", "H", "H", "C", "C", "O", "H", "H", "H", "H", "H"],
  "positions_angstrom": [[-2.735, 3.077, 1.540], [-2.118, 1.627, 1.316], [-3.067, 0.792, 0.368], [-2.747, 0.933, -1.159], [-1.446, 0.274, -1.572], [-1.669, -1.159, -1.857], [-0.990, -2.112, -0.784], [-1.862, -2.403, 0.323], [-1.140, -2.162, 1.516], [-1.442, -1.277, 2.253], [0.087, -3.071, 1.925], [1.304, -2.086, 2.175], [-1.069, 0.991, -2.767], [-1.441, 0.731, -3.892], [-0.245, 2.087, -2.578], [0.419, 2.487, -3.791], [1.652, 3.409, -3.386], [3.029, 2.637, -3.405], [3.372, 2.000, -2.092], [2.513, 0.791, -1.908], [3.223, -0.422, -1.233], [2.797, -1.758, -1.684], [3.322, -3.001, -1.139], [4.320, -2.927, -0.080], [4.757, -1.604, 0.362], [4.233, -0.353, -0.182], [4.639, 0.901, 0.243], [-3.666, 3.026, 2.168], [-2.944, 3.493, 0.519], [-2.027, 3.758, 2.084], [-1.049, 1.654, 0.984], [-2.183, 1.132, 2.328], [-4.102, 1.225, 0.514], [-3.143, -0.269, 0.725], [-3.584, 0.577, -1.815], [-2.601, 2.033, -1.380], [-2.768, -1.419, -1.824], [-1.290, -1.507, -2.850], [0.032, -1.764, -0.481], [-0.831, -3.093, -1.331], [-0.092, -3.590, 2.901], [0.286, -3.803, 1.100], [2.275, -2.647, 2.276], [1.153, -1.481, 3.108], [1.439, -1.341, 1.342], [-0.309, 3.030, -4.455], [0.875, 1.605, -4.321], [1.712, 4.178, -4.215], [1.476, 3.987, -2.447], [3.834, 3.417, -3.564], [3.136, 1.924, -4.264], [3.066, 2.686, -1.394], [2.188, 0.458, -2.932], [1.635, 1.083, -1.276], [2.006, -1.819, -2.475], [2.903, -3.957, -1.538], [4.698, -3.882, 0.341], [5.521, -1.597, 1.180], [5.123, 0.837, 1.084], [-3.609, -1.357, 4.721], [-4.015, -0.183, 5.642], [-3.913, 0.960, 4.951], [-2.577, -1.259, 4.377], [-3.685, -2.314, 5.268], [-4.261, -1.429, 3.845], [-3.380, -0.296, 6.556], [-5.023, -0.460, 6.040]]
}


(2)
{
  "formula": "C11H18ClN4O4Pt",
  "method": "ωB97M-V/def2-TZVPD",
  "energy_ev": -41604.3477,
  "e_lumo_ev": -3.53,
  "homo_energy_ev": -11.630,
  "gap_ha": 0.2977,
  "total_charge": 1,
  "relative_energy_ev": 3.028,
  "elements": ["Pt", "C", "C", "N", "C", "C", "C", "C", "C", "C", "C", "N", "C", "C", "N", "N", "H", "H", "H", "H", "H", "H", "H", "H", "H", "H", "H", "H", "H", "H", "H", "H", "H", "H", "O", "Cl", "O", "O", "O"],
  "positions_angstrom": [[0.158, -1.324, 0.695], [-1.636, 0.256, -1.571], [-2.634, 0.030, -0.428], [-2.427, 0.817, 0.784], [-1.494, 1.854, 1.010], [0.001, 1.667, 1.289], [0.668, 2.774, 1.813], [2.044, 2.826, 1.822], [2.763, 1.784, 1.245], [2.069, 0.691, 0.794], [2.733, -0.491, 0.135], [1.685, -1.210, -0.645], [1.402, -0.488, -1.924], [0.195, -0.992, -2.710], [-1.009, -1.018, -1.916], [0.716, 0.610, 0.882], [-0.842, 0.934, -1.250], [-2.118, 0.733, -2.432], [-2.569, -1.024, -0.182], [-3.655, 0.200, -0.784], [-2.837, 0.413, 1.607], [-1.866, 2.472, 1.831], [-1.488, 2.533, 0.145], [0.081, 3.604, 2.182], [2.557, 3.684, 2.233], [3.840, 1.817, 1.159], [3.142, -1.174, 0.879], [3.543, -0.157, -0.518], [2.013, -2.149, -0.863], [2.294, -0.553, -2.551], [1.267, 0.559, -1.656], [0.380, -2.005, -3.072], [0.137, -0.346, -3.599], [-1.676, -1.691, -2.264], [-2.632, -3.235, 0.687], [-1.554, -3.184, 1.591], [-1.360, -1.777, 2.106], [-1.639, -4.099, 2.641], [-0.252, -3.345, 0.835]]
}


(3)
{
  "formula": "C9H26CdNO6",
  "method": "ωB97M-V/def2-TZVPD",
  "energy_ev": -28091.5938,
  "e_lumo_ev": 2.46,
  "homo_energy_ev": -3.595,
  "gap_ha": 0.2226,
  "total_charge": -1,
  "relative_energy_ev": 0.000,
  "elements": ["Cd", "C", "O", "H", "H", "H", "C", "O", "H", "H", "H", "C", "O", "H", "H", "H", "C", "O", "C", "C", "N", "C", "C", "O", "C", "H", "H", "H", "H", "H", "H", "H", "H", "H", "H", "H", "H", "H", "H", "H", "O", "H", "H"],
  "positions_angstrom": [[13.008, 0.844, -18.137], [14.902, 2.575, -20.485], [13.962, 2.149, -19.621], [14.802, 2.144, -21.518], [14.892, 3.684, -20.649], [15.942, 2.321, -20.174], [12.948, -1.763, -20.146], [13.228, -1.158, -18.956], [13.347, -2.802, -20.187], [11.846, -1.882, -20.352], [13.363, -1.220, -21.020], [14.947, 1.128, -15.576], [14.285, 0.325, -16.447], [15.801, 1.686, -16.032], [14.305, 1.917, -15.099], [15.397, 0.550, -14.739], [10.450, 1.713, -20.340], [10.833, 0.735, -19.414], [9.790, 0.179, -18.684], [10.358, -0.797, -17.675], [11.327, -0.155, -16.766], [10.729, 0.555, -15.661], [9.752, -0.234, -14.773], [8.401, -0.162, -15.196], [7.747, 1.022, -14.809], [11.347, 2.000, -20.881], [10.035, 2.598, -19.829], [9.679, 1.334, -21.027], [9.103, -0.362, -19.362], [9.148, 0.948, -18.211], [10.884, -1.592, -18.205], [9.531, -1.250, -17.118], [11.966, -0.860, -16.407], [10.182, 1.427, -16.037], [11.543, 0.910, -15.021], [9.842, 0.129, -13.736], [10.019, -1.294, -14.741], [7.013, 1.272, -15.575], [8.444, 1.858, -14.700], [7.220, 0.885, -13.855], [12.166, 2.773, -17.388], [11.953, 3.597, -17.830], [12.206, 2.956, -16.446]]
}


(4)
{
  "formula": "C8H13P",
  "method": "ωB97M-V/def2-TZVPD",
  "energy_ev": -17788.8909,
  "e_lumo_ev": 0.12,
  "homo_energy_ev": -7.814,
  "gap_ha": 0.2917,
  "relative_energy_ev": 4.639,
  "elements": ["C", "C", "C", "C", "C", "C", "C", "C", "P", "H", "H", "H", "H", "H", "H", "H", "H", "H", "H", "H", "H", "H"],
  "positions_angstrom": [[0.680, -2.221, 1.422], [0.915, -1.413, 0.560], [-1.017, 0.819, 0.547], [-0.724, 2.249, 0.773], [0.948, -0.192, -1.607], [1.984, 0.837, 0.450], [-2.248, -1.585, -0.523], [0.950, -0.131, -0.133], [-2.483, 0.150, 0.096], [0.374, -3.070, 1.928], [-0.852, 2.916, -0.114], [0.300, 2.303, 1.181], [-1.519, 2.507, 1.506], [0.021, -0.442, -1.911], [1.608, -0.826, -2.086], [1.087, 0.718, -2.132], [1.709, 0.776, 1.559], [1.969, 1.719, -0.087], [2.923, 0.510, 0.230], [-1.279, -1.895, -0.345], [-2.816, -2.229, 0.169], [-2.530, -1.500, -1.485]]
}


(5)
{
  "formula": "C2H4BrCl",
  "method": "ωB97M-V/def2-TZVPD",
  "energy_ev": -84703.3674,
  "e_lumo_ev": 0.71,
  "homo_energy_ev": -10.391,
  "gap_ha": 0.4080,
  "relative_energy_ev": 0.602,
  "elements": ["Cl", "C", "C", "Br", "H", "H", "H", "H"],
  "positions_angstrom": [[0.309, 2.137, 0.106], [0.701, 0.420, -0.097], [-0.662, -0.327, 0.153], [-0.408, -2.139, -0.684], [1.103, 0.150, -1.124], [1.434, 0.157, 0.804], [-1.597, -0.052, -0.398], [-0.879, -0.345, 1.240]]
}